Molecular formula: C3H7NOS
Method: DFT, the ωB97M-V functional and the def2-TZVPD basis

Computed properties:
* orbital gap: 9.50 eV
* DFT total energy: -646.5405 Eh
* F_max: 4.40 eV Å⁻¹
* lowest unoccupied orbital energy: 0.625 eV
* energy relative to the best compared isomer or geometry (same formula, charge and spin): 107.6 kcal per mole
* HOMO: -8.88 eV
* molecular weight: 105.16 g mol⁻¹

Structure (XYZ):
```
13
Properties=species:S:1:pos:R:3:forces:R:3:lowdin_charge:R:1
C -0.225 -0.820 0.787 -1.099 1.252 -0.026 -0.30
C 0.105 -1.856 -0.252 -0.463 -1.746 -1.141 -0.29
C -0.266 1.903 -0.440 -0.139 -2.825 1.060 0.06
N -0.937 0.051 -0.194 1.328 4.192 -0.199 -0.29
O -2.093 -1.296 -2.057 1.568 -0.204 0.704 -0.52
S -0.725 -0.890 -1.609 -0.799 1.021 -0.146 0.84
H -0.972 -1.019 1.599 0.803 -0.547 -0.673 0.12
H 0.597 -0.303 1.252 0.591 -0.053 0.052 0.09
H 1.151 -2.061 -0.602 -0.953 0.149 0.799 0.10
H -0.530 -2.748 -0.229 0.636 -0.283 0.432 0.08
H -0.045 1.845 -1.494 0.120 0.045 -0.194 0.00
H -1.203 2.446 -0.264 0.710 -0.132 0.295 0.03
H 0.697 2.173 0.182 -2.302 -0.869 -0.962 0.08
```
Positions in Å, forces in eV/Å.